No. 1
DFT (ωB97M-V/def2-TZVPD) results for 6 unconnected molecules or ions with the total composition C26H56N6O8 at a distorted geometry.

XYZ file:
```
96
C26H56N6O8 (ωB97M-V/def2-TZVPD)
C 5.789 -0.594 -1.432
C 4.642 0.250 -2.046
C 3.298 -0.531 -2.098
N 2.132 0.368 -2.213
C 2.009 0.936 -3.563
C 1.461 2.435 -3.470
C 1.354 2.992 -2.030
O 2.393 3.401 -3.025
C 0.951 -0.227 -1.758
O 0.890 -0.711 -0.666
O -0.192 -0.253 -2.512
C -1.117 0.749 -2.060
C -2.574 0.517 -2.560
C -2.804 -0.861 -3.213
C -3.519 0.671 -1.331
H 6.241 -1.272 -2.172
H 6.590 0.100 -1.123
H 5.464 -1.136 -0.533
H 4.520 1.203 -1.508
H 4.941 0.513 -3.076
H 3.338 -1.128 -3.035
H 3.227 -1.242 -1.268
H 2.993 1.067 -4.030
H 1.302 0.399 -4.211
H 0.680 2.737 -4.188
H 0.556 3.728 -1.917
H 1.981 2.584 -1.245
H -0.825 1.768 -2.360
H -1.156 0.735 -0.956
H -2.852 1.297 -3.286
H -3.900 -0.989 -3.286
H -2.446 -1.695 -2.594
H -2.418 -0.934 -4.240
H -4.500 1.073 -1.637
H -3.699 -0.296 -0.835
H -3.105 1.380 -0.592
C 1.313 2.267 2.917
O 1.296 3.175 3.735
N 0.921 1.002 3.165
C 0.961 -0.041 2.152
C 0.440 0.667 4.493
H 1.659 2.419 1.887
H -0.048 -0.430 2.001
H 1.611 -0.847 2.497
H 1.339 0.343 1.210
H -0.427 1.286 4.735
H 1.223 0.870 5.227
H 0.162 -0.385 4.537
C -3.481 0.172 1.978
O -4.080 -0.834 1.645
N -3.933 1.091 2.854
C -3.158 2.267 3.203
C -5.235 0.895 3.465
H -2.484 0.416 1.574
H -2.960 2.267 4.277
H -3.723 3.165 2.942
H -2.209 2.276 2.668
H -5.241 -0.048 4.014
H -5.999 0.845 2.687
H -5.459 1.714 4.144
C -4.252 -5.014 -3.129
O -3.857 -4.091 -3.814
N -4.275 -5.022 -1.778
C -4.761 -6.159 -1.024
C -3.797 -3.851 -1.060
H -4.636 -5.949 -3.573
H -5.607 -5.851 -0.405
H -3.963 -6.537 -0.381
H -5.084 -6.955 -1.694
H -4.388 -2.980 -1.348
H -2.755 -3.663 -1.324
H -3.879 -4.007 0.013
C 3.173 5.005 -0.104
O 2.909 3.918 0.382
N 3.578 6.076 0.599
C 3.877 7.345 -0.032
C 3.719 5.949 2.043
H 3.095 5.196 -1.188
H 4.917 7.613 0.166
H 3.222 8.117 0.376
H 3.726 7.283 -1.109
H 4.445 5.167 2.270
H 2.761 5.665 2.481
H 4.053 6.892 2.471
C 0.207 -4.594 2.757
O 0.074 -3.535 3.339
N 1.040 -4.806 1.716
C 1.153 -6.096 1.066
C 1.847 -3.697 1.237
H -0.361 -5.495 3.046
H 2.182 -6.453 1.144
H 0.884 -5.997 0.012
H 0.490 -6.821 1.535
H 2.481 -3.339 2.050
H 1.185 -2.888 0.924
H 2.467 -4.010 0.399
```

Results
SMILES: CCCN(C[C@H]1CO1)C(=O)OCC(C)C.CN(C)C=O.CN(C)C=O.CN(C)C=O.CN(C)C=O.CN(C)C=O
Energy above the lowest of the compared OMol25 structures with the same formula, charge and spin: 52.62 kcal per mole

No. 2
DFT (ωB97M-V/def2-TZVPD) results for a molecular structure, C26H56NNbO17P at a distorted geometry.

XYZ file:
```
102
C26H56NNbO17P (ωB97M-V/def2-TZVPD)
C 7.064 -2.506 1.018
C 6.496 -1.019 0.959
O 7.354 -0.101 0.827
N 5.099 -0.676 1.094
Nb 3.794 -1.816 -0.180
P 1.806 -0.894 1.165
C 0.157 -1.423 0.384
C 2.011 -1.689 2.896
C 4.874 0.769 1.048
C 5.281 1.585 2.372
O 4.456 1.422 0.088
H 7.680 -2.688 0.083
H 7.717 -2.548 1.959
H 6.250 -3.286 1.159
H 3.917 -3.206 1.030
H 2.697 -2.884 -1.188
H 3.679 -0.545 -1.466
H 5.190 -2.599 -1.056
H 0.045 -2.544 0.257
H 0.026 -0.873 -0.602
H -0.675 -1.041 1.072
H 2.916 -1.174 3.373
H 2.297 -2.792 2.794
H 1.096 -1.553 3.559
H 5.531 2.643 2.022
H 4.355 1.708 3.036
H 6.154 1.109 2.908
C -7.036 -0.280 -0.724
C -5.922 0.382 0.065
O -4.649 -0.185 -0.261
C -4.108 0.217 -1.422
O -4.590 1.007 -2.200
O -2.953 -0.436 -1.587
C -2.314 -0.177 -2.838
H -7.008 -1.364 -0.590
H -8.010 0.092 -0.404
H -6.932 -0.091 -1.795
H -6.078 0.206 1.130
H -5.912 1.463 -0.084
H -2.189 0.894 -3.005
H -2.889 -0.629 -3.649
H -1.329 -0.640 -2.810
C -8.413 7.746 0.043
C -8.989 6.599 -0.765
O -7.999 6.027 -1.628
C -7.116 5.210 -1.034
O -7.094 4.921 0.137
O -6.245 4.793 -1.961
C -5.185 3.989 -1.440
H -7.949 8.483 -0.616
H -9.194 8.235 0.629
H -7.637 7.399 0.728
H -9.786 6.973 -1.410
H -9.428 5.832 -0.121
H -5.570 3.154 -0.859
H -4.516 4.604 -0.834
H -4.621 3.591 -2.282
C 4.581 -2.048 9.823
C 4.248 -2.652 8.472
O 3.026 -2.117 7.953
C 3.114 -0.889 7.421
O 4.114 -0.221 7.342
O 1.891 -0.521 7.019
C 1.826 0.814 6.518
H 3.741 -2.165 10.513
H 5.462 -2.527 10.254
H 4.778 -0.977 9.743
H 4.095 -3.727 8.583
H 5.064 -2.514 7.758
H 2.566 0.981 5.735
H 1.964 1.524 7.336
H 0.834 0.965 6.092
C 12.284 -5.394 -1.633
C 11.349 -5.791 -0.506
O 9.989 -5.486 -0.831
C 9.391 -6.340 -1.673
O 9.892 -7.324 -2.162
O 8.149 -5.896 -1.903
C 7.429 -6.662 -2.865
H 12.137 -4.345 -1.901
H 13.325 -5.543 -1.341
H 12.093 -5.981 -2.533
H 11.592 -5.213 0.388
H 11.456 -6.847 -0.246
H 7.426 -7.723 -2.608
H 7.856 -6.508 -3.858
H 6.399 -6.305 -2.871
C -8.085 3.507 -3.918
C -8.779 4.450 -4.881
O -8.274 4.295 -6.214
C -8.726 3.227 -6.882
O -9.509 2.408 -6.469
O -8.133 3.206 -8.086
C -8.455 2.057 -8.868
H -7.002 3.630 -3.977
H -8.407 3.695 -2.894
H -8.298 2.463 -4.158
H -8.575 5.481 -4.588
H -9.864 4.318 -4.862
H -9.534 1.927 -8.956
H -7.995 1.170 -8.429
H -8.041 2.207 -9.865
```

Results
Total charge: -1

No. 3
DFT (ωB97M-V/def2-TZVPD) results for 3 unconnected molecules or ions with the total composition C26H57FIN3O10PS.

XYZ file:
```
100
C26H57FIN3O10PS (ωB97M-V/def2-TZVPD)
C -2.662 -0.020 0.587
C -3.632 -0.056 -0.589
N -3.346 1.032 -1.508
P -4.326 1.323 -3.005
C -4.707 -0.482 -3.358
C -3.593 -1.377 -3.887
O -2.516 -1.495 -2.973
C -1.233 -1.337 -3.524
C -0.758 -2.581 -4.259
C -5.910 1.774 -2.013
C -7.147 0.876 -2.042
O -7.053 -0.222 -1.129
C -8.426 1.666 -1.788
N -9.657 0.888 -1.919
C -5.313 1.890 -4.595
C -5.395 3.358 -4.956
F -4.823 1.233 -5.757
O -2.884 1.251 -3.974
C -2.152 2.405 -4.150
C -2.588 3.394 -3.050
I -2.355 5.488 -3.850
N -1.651 3.439 -1.877
C -0.713 2.749 -1.639
S 0.551 1.888 -1.238
O -3.815 3.146 -2.696
H -3.072 -0.541 1.457
H -2.455 1.011 0.889
H -1.707 -0.478 0.324
H -3.511 -0.999 -1.120
H -4.671 -0.042 -0.212
H -3.444 1.890 -0.974
H -5.455 -0.488 -4.157
H -5.183 -0.953 -2.498
H -3.235 -0.974 -4.840
H -3.999 -2.381 -4.074
H -1.226 -0.465 -4.188
H -0.574 -1.106 -2.683
H -0.700 -3.431 -3.575
H -1.447 -2.846 -5.063
H 0.229 -2.416 -4.698
H -5.650 1.927 -0.959
H -6.202 2.762 -2.381
H -7.260 0.386 -3.015
H -7.072 0.137 -0.234
H -8.447 2.520 -2.471
H -8.380 2.082 -0.773
H -9.953 0.525 -1.023
H -9.499 0.082 -2.511
H -6.325 1.484 -4.496
H -4.442 3.687 -5.373
H -5.612 3.978 -4.090
H -6.166 3.527 -5.715
H -2.341 2.860 -5.127
H -1.079 2.198 -4.059
C 6.592 4.365 4.869
O 6.028 3.356 4.070
C 5.877 2.138 4.773
C 4.998 1.177 4.008
O 3.613 1.442 4.116
C 3.105 2.516 3.334
C 2.990 2.216 1.857
O 4.255 2.358 1.231
C 4.285 1.763 -0.047
H 7.588 4.084 5.233
H 6.682 5.258 4.252
H 5.959 4.590 5.735
H 5.430 2.325 5.759
H 6.862 1.672 4.927
H 5.135 0.188 4.453
H 5.309 1.136 2.961
H 3.699 3.422 3.476
H 2.100 2.692 3.721
H 2.272 2.909 1.402
H 2.606 1.196 1.721
H 4.133 0.681 0.023
H 5.268 1.955 -0.474
H 3.519 2.179 -0.709
C 7.071 -7.114 3.761
O 6.051 -6.169 3.551
C 5.278 -5.949 4.714
C 4.394 -4.734 4.553
O 5.082 -3.506 4.717
C 5.763 -3.012 3.575
C 4.866 -2.294 2.594
O 4.156 -3.226 1.800
C 3.072 -2.641 1.113
H 6.665 -8.088 4.061
H 7.606 -7.231 2.820
H 7.773 -6.780 4.535
H 5.936 -5.803 5.582
H 4.643 -6.826 4.912
H 3.653 -4.760 5.354
H 3.874 -4.772 3.593
H 6.313 -3.807 3.066
H 6.480 -2.284 3.963
H 5.487 -1.651 1.952
H 4.167 -1.649 3.143
H 2.351 -2.196 1.808
H 2.583 -3.428 0.543
H 3.410 -1.864 0.421
```

Results
Total charge: -1

| no. | Kohn-Sham gap (eV) |
| --- | --- |
| 1 | 9.23 |
| 2 | 6.16 |
| 3 | 6.95 |